(1)
The following is a DFT calculation (ωB97M-V/def2-TZVPD) of a molecular structure, C21H11Cl2N3O9Os in a non-equilibrium geometry.

Element x y z (Å)
Os1 -0.03254 1.07414 -2.14616
Cl1 2.88242 -4.96125 -4.69304
C1 1.86573 -3.70168 -4.11512
C2 1.14071 -3.95991 -2.96054
C3 0.37615 -2.95529 -2.41249
Cl2 -0.58675 -3.19657 -1.00263
C4 0.05265 -1.73498 -3.05105
O1 -0.71558 -0.79522 -2.49373
C5 0.75930 -1.54461 -4.23686
C6 0.69587 -0.27383 -5.04194
O2 0.18649 0.80457 -4.82996
C7 1.81406 -2.41885 -4.65905
H1 1.29798 -4.87073 -2.40860
H2 1.42617 -0.37042 -5.89586
H3 2.41770 -2.14341 -5.47502
O3 0.88950 4.67872 -0.71857
C8 0.26405 3.70327 -0.86790
O4 0.49590 2.89118 -1.95946
C9 -0.81367 3.20016 0.04585
C10 -0.82050 3.86339 1.26443
C11 -1.73415 3.55090 2.21563
C12 -2.84590 2.74919 1.95212
C13 -2.84117 2.13888 0.74123
C14 -1.79645 2.26515 -0.19805
O5 -1.81744 1.55000 -1.28395
N1 -3.83705 0.96968 0.52500
O6 -3.57985 -0.16381 0.79822
O7 -4.84290 1.49197 0.08736
N2 -1.56604 4.20310 3.54304
O8 -0.93476 5.20150 3.56752
O9 -2.05693 3.59619 4.46369
H4 -0.08021 4.58586 1.41498
H5 -3.60133 2.59145 2.69877
N3 0.57699 0.23638 0.11963
C15 0.71320 -0.39997 1.08606
C16 0.88804 -1.18703 2.24914
C17 1.28448 -0.53137 3.41152
C18 1.78652 -1.30560 4.46299
C19 1.86158 -2.66366 4.32656
C20 1.33616 -3.29846 3.17159
C21 0.86422 -2.57601 2.15177
H6 1.25129 0.52273 3.52681
H7 2.00867 -0.74385 5.38340
H8 2.09693 -3.31337 5.17734
H9 1.17256 -4.37119 3.15936
H10 0.53063 -3.06096 1.27999
H11 1.56729 0.67363 -2.37400

Values from the calculation:
Total charge: 0
LUMO level (alpha / beta) in eV: -0.83 / -2.14
Relative energy (zero: lowest compared OMol25 entry of this formula, charge and spin) in kcal per mole: 1.0
2S+1: 5
Frontier orbital gap (alpha / beta) in eV: 8.362 / 7.095



(2)
The following is a DFT calculation (ωB97M-V/def2-TZVPD) of 2 unconnected molecules or ions with the total composition C2H4FNO2 in a non-equilibrium geometry.

Element x y z (Å)
C1 -2.18654 1.24625 -0.10307
N1 -2.13140 0.08332 0.08647
O1 -2.37042 -1.06870 -0.12034
H1 -1.96472 2.08852 0.42376
O2 1.40049 -1.37441 -0.45376
C2 1.52271 -0.24200 0.29353
F1 0.86243 0.76479 -0.47000
H2 1.23646 -1.12074 -1.37458
H3 2.63491 0.00238 0.51395
H4 0.99609 -0.37940 1.20404

Values from the calculation:
Total charge: 0
LUMO level in eV: 0.41
SMILES string: C#[N+][O-].OCF
Relative energy (zero: lowest compared OMol25 entry of this formula, charge and spin) in kcal per mole: 96.4
Frontier orbital gap in eV: 10.469



(3)
The following is a DFT calculation (ωB97M-V/def2-TZVPD) of a molecular structure, C14H53Cd3N3O13 in a non-equilibrium geometry.

Element x y z (Å)
Cd1 3.69601 -7.02265 2.08706
Cd2 2.43637 0.86477 -7.86757
Cd3 4.70073 -4.57771 -4.62782
O1 3.01729 -3.62069 -1.30176
C1 2.36598 -2.39205 -1.34638
C2 1.63501 -1.77784 -2.63580
O2 2.44777 -1.73771 -3.82878
H1 3.11818 -1.62353 -1.16839
H2 1.70818 -2.26621 -0.48641
H3 1.17559 -0.80818 -2.44396
H4 0.79749 -2.43963 -2.85645
C3 4.46187 0.68374 6.16912
C4 5.07444 0.33070 7.57876
C5 4.07128 0.42586 8.74777
O3 4.15570 1.80026 9.04019
C6 3.62502 2.14448 10.31402
N1 5.78663 -0.94318 7.48029
H5 4.09333 1.70456 6.27020
H6 3.61846 0.06843 5.85585
H7 5.15481 0.78141 5.33342
H8 5.86543 1.05423 7.77611
H9 4.46639 -0.18852 9.55681
H10 3.09692 0.03249 8.45795
H11 4.17341 1.68139 11.13435
H12 2.58976 1.84827 10.48315
H13 3.66829 3.23204 10.37237
H14 6.50826 -0.67500 6.82651
H15 6.26625 -1.09266 8.35648
C7 -7.82759 -1.75570 -6.65453
C8 -7.20870 -0.40257 -6.36158
C9 -8.18739 0.66639 -5.73602
O4 -8.90173 1.29551 -6.85744
C10 -9.94918 2.13379 -6.38739
N2 -6.00558 -0.54208 -5.57569
H16 -7.22188 -2.39228 -7.29949
H17 -8.78802 -1.56687 -7.13414
H18 -8.09970 -2.19233 -5.69359
H19 -6.94685 0.05479 -7.31571
H20 -7.56398 1.42293 -5.25946
H21 -8.79969 0.29558 -4.91401
H22 -10.45927 2.57416 -7.24412
H23 -9.59733 2.96316 -5.77384
H24 -10.64272 1.61063 -5.72906
H25 -6.19093 -0.75791 -4.60658
H26 -5.59355 -1.39212 -5.93313
C11 -1.52677 3.33866 4.32739
C12 -1.98759 3.09156 2.88083
C13 -0.83284 3.41417 1.86292
O5 -0.36370 4.70094 2.03125
C14 0.84288 4.99282 1.41069
N3 -2.45331 1.75493 2.79070
H27 -1.13268 4.34145 4.49235
H28 -0.68486 2.72106 4.64020
H29 -2.36805 3.14478 4.99280
H30 -2.82688 3.74389 2.63967
H31 -1.18600 3.26896 0.84199
H32 -0.03862 2.68195 2.00842
H33 0.62296 5.35123 0.40507
H34 1.58798 4.19768 1.38476
H35 1.30801 5.81901 1.94841
H36 -3.27537 1.61594 3.36079
H37 -2.76166 1.52824 1.85602
O6 7.95711 -2.46923 -4.34778
H38 8.25095 -2.23014 -3.46873
H39 8.41866 -1.86384 -4.92804
O7 3.31621 -4.43718 4.85419
H40 3.95059 -3.81223 5.20522
H41 2.46589 -4.09991 5.13603
O8 2.07924 -7.19174 -5.47542
H42 1.18390 -7.11707 -5.80562
H43 2.10260 -8.04139 -5.03521
O9 4.14629 3.78193 -5.89049
H44 3.96932 4.71396 -5.76314
H45 4.64147 3.52328 -5.11323
O10 -4.81345 -3.27342 -0.75254
H46 -4.49349 -4.03581 -1.23485
H47 -5.28033 -3.64236 -0.00278
O11 6.37565 3.31097 -1.91698
H48 6.06861 2.78803 -1.17638
H49 7.28515 3.51910 -1.70314
O12 -0.12142 -7.44836 1.57488
H50 -0.80038 -6.97981 2.06038
H51 -0.58729 -7.85887 0.84640
O13 -1.32528 1.75912 -6.81576
H52 -1.43913 2.63709 -6.45183
H53 -2.06487 1.25869 -6.47108

Values from the calculation:
Total charge: +4
LUMO level in eV: -14.45
Frontier orbital gap in eV: 1.059



(4)
The following is a DFT calculation (ωB97M-V/def2-TZVPD) of C6H10O in the gas phase in a non-equilibrium geometry.

Element x y z (Å)
C1 1.93788 -0.54401 0.09244
C2 0.76426 0.30842 0.53494
C3 -0.01877 1.10324 -0.54253
C4 -1.33383 0.68045 0.14032
O1 -2.37382 0.09959 -0.63297
C5 -2.05078 -1.04132 -1.13546
C6 -0.55277 -0.38708 0.94472
H1 2.30226 -1.16368 0.91897
H2 2.76762 0.08082 -0.25867
H3 1.64524 -1.20977 -0.72720
H4 1.08035 0.97890 1.34379
H5 0.16199 2.17669 -0.60531
H6 0.09642 0.66580 -1.53770
H7 -1.81631 1.46776 0.71577
H8 -1.00814 -1.14307 -1.46920
H9 -0.80199 -1.41941 0.44346
H10 -0.77361 -0.56936 2.00190

Values from the calculation:
Total charge: 0
LUMO level in eV: 0.66
Relative energy (zero: lowest compared OMol25 entry of this formula, charge and spin) in kcal per mole: 97.1
Frontier orbital gap in eV: 8.683



(5)
The following is a DFT calculation (ωB97M-V/def2-TZVPD) of a molecular structure, C31H50F3MnO16 in a non-equilibrium geometry.

Element x y z (Å)
Mn1 6.96001 -27.11509 -12.69384
C1 9.73115 -24.98172 -13.58101
O1 10.57513 -25.97904 -14.03220
O2 8.43646 -25.56016 -13.32802
C2 10.33197 -24.03224 -12.47294
F1 10.02670 -24.46869 -11.22755
F2 11.64023 -23.93145 -12.52085
F3 9.83096 -22.78324 -12.61487
C3 11.26930 -26.77104 -13.01997
C4 12.30782 -27.52254 -13.72272
H1 12.88455 -28.11651 -13.01371
H2 12.02920 -28.23963 -14.49489
H3 13.02427 -26.87072 -14.22265
H4 10.55008 -27.52023 -12.68898
H5 11.64677 -26.29543 -12.11477
H6 9.85110 -24.34333 -14.45632
C5 11.35038 -23.61195 -20.94498
O3 11.01721 -22.90593 -19.77276
C6 11.40378 -23.31815 -18.58330
O4 11.86989 -24.47510 -18.34407
O5 11.15886 -22.35417 -17.67375
C7 11.46575 -22.60275 -16.30091
H7 10.65042 -24.43947 -21.06057
H8 12.40764 -23.87213 -20.89391
H9 11.22345 -22.94836 -21.80035
H10 11.57529 -21.67071 -15.74643
H11 12.49477 -22.96075 -16.33308
H12 10.78090 -23.38335 -15.96967
C8 15.57601 -24.06730 -15.74310
C9 15.41212 -22.64875 -15.19715
C10 15.12871 -21.79677 -16.45813
O6 14.60219 -22.73507 -17.39461
C11 15.39445 -23.97361 -17.25735
H13 14.90191 -24.77430 -15.25951
H14 16.59206 -24.44305 -15.62247
H15 16.28018 -22.23718 -14.68220
H16 14.68823 -22.61621 -14.38288
H17 16.04752 -21.28663 -16.74735
H18 14.41232 -20.98915 -16.30777
H19 16.28656 -24.01424 -17.88231
H20 14.93901 -24.89408 -17.62258
O7 11.62321 -23.65900 -6.53483
C12 10.80947 -22.93719 -7.05888
O8 10.98865 -22.61383 -8.32614
C13 9.78889 -21.96501 -8.78436
C14 8.68343 -22.31322 -7.74135
C15 9.44706 -22.51298 -6.43967
H21 9.52638 -22.31092 -9.78412
H22 9.74307 -20.87702 -8.73665
H23 7.97460 -23.07422 -8.06777
H24 8.01266 -21.47746 -7.54217
H25 8.98348 -23.28645 -5.82735
H26 9.49936 -21.69311 -5.72330
O9 8.56713 -17.32920 -9.30620
C16 8.88020 -18.03896 -10.26369
O10 9.85903 -18.97749 -10.09963
C17 10.18427 -19.63373 -11.27376
C18 8.99991 -19.37170 -12.15609
C19 8.40149 -18.05854 -11.62753
H27 10.09188 -20.70796 -11.11381
H28 11.15983 -19.42480 -11.71277
H29 8.38135 -20.25659 -12.00626
H30 9.40545 -19.19487 -13.15227
H31 7.32111 -18.20302 -11.62479
H32 8.56838 -17.24873 -12.33777
O11 6.00958 -22.67067 -19.55111
C20 6.74582 -23.41886 -18.87726
O12 7.04111 -22.91902 -17.55495
C21 7.88689 -23.88430 -16.92385
C22 7.80762 -25.22021 -17.76707
C23 7.39862 -24.78919 -19.14519
H33 7.48592 -24.03343 -15.92131
H34 8.94917 -23.68743 -17.06852
H35 6.98461 -25.85968 -17.44799
H36 8.70013 -25.83579 -17.65492
H37 6.72538 -25.52483 -19.58528
H38 8.32753 -24.62796 -19.69222
O13 8.21055 -27.96732 -11.17459
C24 9.19535 -28.28174 -10.51178
O14 9.99932 -29.17834 -10.91715
C25 11.22608 -29.19106 -10.17149
C26 11.08867 -28.12965 -9.06865
C27 9.66252 -27.65875 -9.25992
H39 12.02109 -28.88939 -10.85345
H40 11.31756 -30.24361 -9.90342
H41 11.75583 -27.27563 -9.18551
H42 11.16057 -28.48108 -8.03937
H43 9.56459 -26.57318 -9.26692
H44 8.90253 -27.80412 -8.49220
O15 6.50216 -25.97936 -10.94469
C28 6.11379 -24.86204 -10.68962
O16 5.17923 -24.73537 -9.76746
C29 4.81612 -23.38876 -9.60143
C30 5.66588 -22.60920 -10.54563
C31 6.51395 -23.57134 -11.35408
H45 5.08876 -23.08574 -8.59052
H46 3.80973 -23.00312 -9.76444
H47 6.18600 -21.77416 -10.07629
H48 4.98409 -22.05198 -11.18811
H49 7.57137 -23.30756 -11.33504
H50 6.20293 -23.56042 -12.39870

Values from the calculation:
Total charge: +1
LUMO level (alpha / beta) in eV: -5.18 / -5.16
2S+1: 6
Frontier orbital gap (alpha / beta) in eV: 6.192 / 6.212



(6)
The following is a DFT calculation (ωB97M-V/def2-TZVPD) of a molecular structure, C22H25N5O2STi in a non-equilibrium geometry.

Element x y z (Å)
Ti1 -0.30620 0.18154 0.10298
C1 -2.76315 0.05329 5.31291
C2 -1.40516 -0.14530 5.53232
C3 -0.50770 -0.15385 4.47587
C4 -0.97050 0.03631 3.18181
C5 -2.32386 0.24073 2.96014
C6 -3.21939 0.24859 4.02064
N1 -0.06478 0.04053 2.04261
N2 1.20414 -0.03934 2.41736
C7 2.14696 -0.01993 1.41682
C8 3.49250 -0.03912 1.78459
C9 4.45422 -0.00779 0.80511
C10 4.06875 0.03942 -0.53915
C11 2.73193 0.04988 -0.83440
N3 1.77132 0.01438 0.11709
H1 -3.45743 0.05737 6.14373
H2 -1.03626 -0.29808 6.53958
H3 0.54432 -0.31296 4.65334
H4 -2.69480 0.41196 1.96169
H5 -4.27451 0.41151 3.83327
H6 3.73343 -0.07453 2.83910
H7 5.50384 -0.01933 1.07120
H8 4.79880 0.06402 -1.33746
H9 2.39117 0.07737 -1.85975
O1 -0.12758 0.35872 -2.04920
C12 -0.11408 1.73482 -2.51608
C13 0.01299 2.66776 -1.34407
C14 0.15229 4.01956 -1.59065
C15 0.16874 4.89748 -0.52293
C16 0.05711 4.39592 0.76419
C17 -0.04670 3.03513 0.93986
N4 -0.08397 2.17508 -0.09895
H10 -0.21634 -0.24086 -2.79992
H11 -1.04215 1.94074 -3.04428
H12 0.71504 1.88239 -3.20265
H13 0.23591 4.37706 -2.61135
H14 0.26681 5.96312 -0.69364
H15 0.05974 5.04681 1.62927
H16 -0.12463 2.60557 1.92751
C18 -1.36229 -3.17911 -1.96974
C19 -1.02485 -3.13313 -0.50200
O2 -0.18612 -1.97940 -0.16991
H17 -2.01979 -4.02803 -2.17310
H18 -0.46413 -3.30975 -2.57678
H19 -1.87964 -2.27276 -2.29153
H20 -0.48044 -4.01823 -0.18906
H21 -1.89878 -3.05802 0.13809
H22 0.73865 -2.21960 -0.31132
S1 -4.97914 0.02503 -0.57146
C20 -4.48022 1.65298 -0.54932
C21 -3.13345 1.71892 -0.46183
N5 -2.49130 0.48733 -0.38688
C22 -3.38562 -0.48035 -0.42061
H23 -5.18523 2.47057 -0.60709
H24 -2.57104 2.63838 -0.42435
H25 -3.13576 -1.52670 -0.35343

Values from the calculation:
Total charge: +2
LUMO level (alpha / beta) in eV: -5.98 / -6.82
2S+1: 3
Frontier orbital gap (alpha / beta) in eV: 6.873 / 7.030



(7)
The following is a DFT calculation (ωB97M-V/def2-TZVPD) of C2H2FNO in the gas phase in a non-equilibrium geometry.

Element x y z (Å)
O1 -0.60669 -0.55701 3.09800
C1 -0.40563 0.05456 1.69457
C2 -0.02781 0.14521 0.25884
N1 -0.38744 1.30055 1.16502
F1 0.66875 2.12159 1.48268
H1 0.98927 -0.04395 -0.11991
H2 -0.66581 0.24385 -0.62679

Values from the calculation:
Total charge: 0
LUMO level (alpha / beta) in eV: -1.41 / -1.41
SMILES string: O=C1CN1F
Relative energy (zero: lowest compared OMol25 entry of this formula, charge and spin) in kcal per mole: 144.4
Frontier orbital gap (alpha / beta) in eV: 9.222 / 9.219



(8)
The following is a DFT calculation (ωB97M-V/def2-TZVPD) of 2 unconnected molecules or ions with the total composition C22H28N in a non-equilibrium geometry.

Element x y z (Å)
C1 -4.38437 1.60775 -0.14062
C2 -4.32313 0.36171 0.74689
C3 -5.56032 0.31312 1.64839
C4 -4.29601 -0.88534 -0.14363
C5 -3.06940 0.41831 1.65187
C6 -1.72784 0.31856 0.93540
C7 -1.05211 -1.03047 0.85216
C8 -1.12337 1.40089 0.42224
H1 -3.49720 1.68185 -0.77995
H2 -5.27552 1.55327 -0.78040
H3 -4.45381 2.51601 0.47275
H4 -5.53734 -0.57750 2.29058
H5 -5.60454 1.20227 2.29080
H6 -6.47323 0.27675 1.04064
H7 -4.25228 -1.80362 0.45654
H8 -5.21299 -0.91772 -0.74621
H9 -3.44203 -0.87093 -0.83241
H10 -3.12824 1.36106 2.22308
H11 -3.14420 -0.40599 2.37890
H12 -1.72147 -1.82771 1.20446
H13 -0.75203 -1.26230 -0.18224
H14 -0.13543 -1.06160 1.46433
H15 -0.14455 1.33110 -0.04097
H16 -1.58111 2.39243 0.49337
C9 1.49047 2.62699 -1.49944
C10 1.31582 1.17377 -1.55904
N1 2.23707 0.33604 -1.09511
C11 2.33007 -1.03488 -1.45108
C12 1.68475 -1.71023 -2.47427
C13 2.05368 -3.05302 -2.68998
C14 3.01772 -3.67801 -1.87417
C15 3.64943 -2.97868 -0.83867
C16 3.31310 -1.64015 -0.64327
C17 3.83276 -0.63431 0.24288
C18 3.18640 0.59074 -0.05448
C19 3.46708 1.74105 0.66816
C20 4.43506 1.65909 1.68822
C21 5.08254 0.44668 1.97538
C22 4.78667 -0.71373 1.25319
H17 0.87199 3.04918 -2.29955
H18 1.12487 3.04695 -0.55497
H19 2.52908 2.94913 -1.64422
H20 0.53329 0.73027 -2.17283
H21 0.94408 -1.19147 -3.08106
H22 1.59599 -3.61879 -3.50323
H23 3.27478 -4.72467 -2.05743
H24 4.39870 -3.42648 -0.18561
H25 2.96266 2.67378 0.44154
H26 4.68997 2.55074 2.26107
H27 5.82187 0.41338 2.77577
H28 5.26259 -1.67527 1.44621

Values from the calculation:
Total charge: +1
LUMO level in eV: -4.96
Relative energy (zero: lowest compared OMol25 entry of this formula, charge and spin) in kcal per mole: 17.1
Frontier orbital gap in eV: 6.950